This record from the Open Molecules 2025 dataset describes a cluster of 2 separate species, C3H9NO in total. The level of theory is ωB97M-V/def2-TZVPD.

Element x y z (Å)
O1 -0.15169 0.92569 2.98578
C1 0.81603 0.53629 2.40255
H1 1.02949 -0.53752 2.24178
H2 1.58507 1.23347 2.01691
C2 -0.25227 -1.72551 -1.71817
C3 -0.53905 -0.31975 -1.19774
N1 0.05385 0.79035 -1.89551
H3 -0.72543 -2.41415 -1.01099
H4 -0.63740 -1.87497 -2.72540
H5 0.80355 -1.95987 -1.68662
H6 -1.63021 -0.21850 -1.11622
H7 -0.15814 -0.28345 -0.17487
H8 0.76993 1.30054 -1.41469
H9 0.17847 0.79410 -2.89065

Values from the calculation:
relative energy (zero: lowest compared OMol25 entry of this formula, charge and spin) = 173.8 kJ/mol
structure (SMILES) = C=O.CCN
frontier orbital gap = 9.60 eV
E_HOMO = -8.9 eV
maximum force = 0.011 hartree/bohr
energy = -6793.254 eV

=====

This record from the Open Molecules 2025 dataset describes a structure of composition C3H9NO. The level of theory is ωB97M-V/def2-TZVPD.

Element x y z (Å)
C1 -0.72512 0.66015 -0.48507
C2 0.41116 -0.35674 0.72342
C3 1.65155 -0.79725 -0.04152
N1 -2.05234 0.32040 -0.43819
O1 -0.42513 1.89933 -0.04762
H1 0.07141 1.37259 0.78087
H2 -0.22806 0.37097 -1.41744
H3 -2.72510 0.97603 -0.06889
H4 -2.34750 -0.51531 -0.91945
H5 0.68627 0.02765 1.71595
H6 -0.22057 -1.21490 0.96652
H7 2.26218 0.06607 -0.31632
H8 1.37542 -1.30265 -0.97179
H9 2.26581 -1.50634 0.51952

Values from the calculation:
relative energy (zero: lowest compared OMol25 entry of this formula, charge and spin) = 298.9 kJ/mol
frontier orbital gap = 9.29 eV
E_HOMO = -8.2 eV
maximum force = 0.083 hartree/bohr
energy = -6791.957 eV

=====

This record from the Open Molecules 2025 dataset describes the molecule C3H9NO. The level of theory is ωB97M-V/def2-TZVPD.

Element x y z (Å)
C1 1.73535 -0.42755 -0.25018
C2 -0.24930 0.84114 0.32479
C3 -1.24037 -0.37808 0.24742
H1 2.29324 -0.21850 0.68470
H2 2.55883 -0.53246 -0.99945
H3 1.28163 -1.37225 -0.03153
H4 1.16159 1.34788 -0.93188
H5 0.16479 0.75744 1.33102
H6 -0.75611 1.75222 0.13420
H7 -1.70303 -0.46170 1.28761
H8 -0.65321 -1.41022 0.00286
H9 -3.17498 -0.43360 -0.48256
N1 0.77380 0.50936 -0.60688
O1 -2.19223 0.02631 -0.71010

Values from the calculation:
relative energy (zero: lowest compared OMol25 entry of this formula, charge and spin) = 232.1 kJ/mol
structure (SMILES) = CNCCO
frontier orbital gap = 9.31 eV
E_HOMO = -8.4 eV
maximum force = 0.100 hartree/bohr
energy = -6792.650 eV

=====

This record from the Open Molecules 2025 dataset describes a cluster of 2 separate species, C3H9NO in total. The level of theory is ωB97M-V/def2-TZVPD.

Element x y z (Å)
C1 -1.98290 0.68673 0.20160
C2 -2.11018 1.49282 1.23390
H1 -1.86634 -0.38451 0.27662
H2 -1.95411 1.03346 -0.83009
H3 -2.02156 1.13096 2.24301
H4 -2.18000 2.55151 1.01549
N1 1.39898 -1.43228 -1.21036
C3 1.57023 -0.28267 -0.37463
O1 1.90626 -0.65692 0.92609
H5 1.53275 -1.27575 -2.19277
H6 0.58708 -1.98261 -0.97503
H7 2.31007 0.38328 -0.83186
H8 0.65266 0.32725 -0.37388
H9 2.15705 -1.59129 0.89192

Values from the calculation:
relative energy (zero: lowest compared OMol25 entry of this formula, charge and spin) = 185.0 kJ/mol
structure (SMILES) = C=C.NCO
frontier orbital gap = 10.38 eV
E_HOMO = -9.4 eV
maximum force = 0.028 hartree/bohr
energy = -6793.138 eV

=====

This record from the Open Molecules 2025 dataset describes a cluster of 2 separate species, C3H9NO in total. The level of theory is ωB97M-V/def2-TZVPD.

Element x y z (Å)
O1 2.05141 -0.76482 -1.04950
C1 2.17457 -0.73235 0.13859
H1 1.62882 -0.05766 0.80489
H2 2.88789 -1.42686 0.61959
C2 -1.13556 1.70258 0.18400
C3 -1.79739 0.39125 0.52330
N1 -0.91209 -0.72747 0.14398
H3 -1.78666 2.54287 0.41655
H4 -0.84752 1.70898 -0.86742
H5 -0.20902 1.85895 0.73714
H6 -2.73533 0.30484 -0.03538
H7 -2.01685 0.26213 1.57701
H8 -0.66052 -0.69966 -0.83349
H9 -1.38502 -1.60115 0.25957

Values from the calculation:
relative energy (zero: lowest compared OMol25 entry of this formula, charge and spin) = 149.5 kJ/mol
structure (SMILES) = C=O.CCN
frontier orbital gap = 10.38 eV
E_HOMO = -9.3 eV
maximum force = 0.024 hartree/bohr
energy = -6793.506 eV

=====

This record from the Open Molecules 2025 dataset describes a structure of composition C3H9NO. The level of theory is ωB97M-V/def2-TZVPD.

Element x y z (Å)
C1 -1.25039 0.67515 0.78175
C2 0.28925 0.54945 0.46139
C3 0.77204 -0.90706 0.09670
O1 2.19243 -0.43154 -0.79985
N1 -2.03957 0.17802 -0.39000
H1 -1.49552 0.00960 1.63868
H2 -1.49622 1.73207 0.96628
H3 0.56019 1.23747 -0.35314
H4 0.99542 0.77868 1.25091
H5 1.20138 -1.37704 0.95136
H6 -0.03832 -1.53922 -0.33538
H7 1.29406 -0.82610 -1.09886
H8 -1.95068 0.80985 -1.19623
H9 -1.69000 -0.74913 -0.62348

Values from the calculation:
relative energy (zero: lowest compared OMol25 entry of this formula, charge and spin) = 415.4 kJ/mol
frontier orbital gap = 10.34 eV
E_HOMO = -9.6 eV
maximum force = 0.076 hartree/bohr
energy = -6790.750 eV